(1)
Density functional theory data (ωB97M-V with the def2-TZVPD basis set) for a 2-piece molecular cluster, C2H3F2IO2S overall at a distorted geometry.

Computed properties:
* gap between HOMO and LUMO: 8.83 eV
* molar mass: 256.01 g/mol
* HOMO: -9.65 eV
* LUMO level: -0.82 eV
* total charge: 0

Last column: natural (NBO) charge in e.
Positions of all 11 atoms, in Å:
C 0.104 0.241 -0.101  -0.82
C -5.528 -2.180 0.113  1.13
O -5.782 -3.224 0.547  -0.53
O -2.162 -1.025 0.351  -0.92
F -4.937 -1.933 -1.041  -0.31
F -5.776 -1.013 0.663  -0.30
S -1.581 -0.203 -0.690  1.15
I -2.532 2.060 -0.498  -0.13
H 0.692 -0.674 -0.133  0.24
H 0.531 0.982 -0.769  0.24
H 0.071 0.611 0.920  0.25

(2)
Density functional theory data (ωB97M-V with the def2-TZVPD basis set) for an isolated ion of composition C2H3F2N6O4 and charge +1 at a distorted geometry.

Computed properties:
* gap between HOMO and LUMO (spin up / spin down): 7.01 / 6.94 eV
* SMILES: O=[N+]=N[C@H](N(F)F)N([O-])/N=C/[N+](=O)O
* molar mass: 213.08 g/mol
* HOMO (spin up / spin down): -14.60 / -14.52 eV
* LUMO level (spin up / spin down): -7.58 / -7.58 eV
* total charge: +1

Last column: natural (NBO) charge in e.
Positions of all 17 atoms, in Å:
C 1.384 -0.943 -0.354  0.10
C -0.754 0.804 0.355  0.11
N 0.510 -1.599 0.426  -0.22
N -0.307 0.808 -0.873  -0.32
N 0.734 0.109 -1.228  0.35
N -0.605 -1.217 0.768  0.43
N 2.575 -0.138 0.227  0.34
N -2.098 1.026 0.471  0.45
O -1.542 -1.640 1.288  -0.14
O -2.772 1.197 1.442  -0.12
O 1.038 0.146 -2.398  -0.22
O -2.784 1.117 -0.689  -0.47
F 2.024 0.861 1.036  -0.24
F 3.294 -0.868 1.063  -0.15
H 1.870 -1.607 -1.147  0.30
H -0.195 0.949 1.190  0.26
H -2.372 0.995 -1.578  0.55

(3)
Density functional theory data (ωB97M-V with the def2-TZVPD basis set) for a 2-piece molecular cluster, C2H3F2NO2 overall at a distorted geometry.

Computed properties:
* gap between HOMO and LUMO: 9.53 eV
* SMILES: C=C(F)F.O=NO
* molar mass: 111.05 g/mol
* HOMO: -9.37 eV
* LUMO level: 0.16 eV
* total charge: 0

Last column: natural (NBO) charge in e.
Positions of all 10 atoms, in Å:
C -0.046 -0.621 -0.357  -0.63
C 0.951 -1.475 -0.092  0.80
N 2.846 0.652 0.456  0.33
O 2.786 -0.080 -0.503  -0.33
O 2.338 1.824 0.199  -0.49
F 1.405 -1.623 1.141  -0.32
F 1.397 -2.363 -0.841  -0.27
H -0.083 0.251 0.192  0.21
H 2.311 2.390 1.153  0.50
H -0.414 -0.485 -1.366  0.22

(4)
Density functional theory data (ωB97M-V with the def2-TZVPD basis set) for an isolated ion of composition C2H3F2O2S and charge -1 at a distorted geometry.

Computed properties:
* gap between HOMO and LUMO: 8.85 eV
* molar mass: 129.11 g/mol
* HOMO: -4.72 eV
* LUMO level: 4.13 eV
* total charge: -1

Last column: natural (NBO) charge in e.
Positions of all 10 atoms, in Å:
C -1.196 0.039 0.065  -0.66
C 0.203 0.554 -0.157  0.30
O 0.682 0.633 -1.449  -0.77
O 1.241 -1.799 -0.594  -0.99
F 0.353 1.787 0.508  -0.40
F 1.675 -0.507 1.544  -0.69
S 1.616 -0.433 -0.270  1.56
H -1.264 -0.376 1.070  0.22
H -1.387 -0.740 -0.666  0.23
H -1.924 0.842 -0.049  0.20

(5)
Density functional theory data (ωB97M-V with the def2-TZVPD basis set) for an isolated ion of composition C2H3F2O2Si and charge -1 at a distorted geometry.

Computed properties:
* gap between HOMO and LUMO: 8.48 eV
* molar mass: 125.13 g/mol
* HOMO: -4.39 eV
* LUMO level: 4.09 eV
* total charge: -1

Last column: natural (NBO) charge in e.
Positions of all 10 atoms, in Å:
C -0.879 -1.676 2.452  0.72
C -1.339 -1.450 1.107  0.13
O -0.858 -1.323 3.602  -0.62
O -0.543 -2.594 1.616  -0.49
F -1.381 0.123 -1.146  -0.68
F -2.650 -1.801 0.948  -0.38
Si -0.105 -0.655 -0.490  1.12
H 0.510 0.023 0.658  -0.24
H 0.213 -2.140 -0.435  -0.25
H 0.643 -0.436 -1.754  -0.31

(6)
Density functional theory data (ωB97M-V with the def2-TZVPD basis set) for an isolated ion of composition C2H3F3NO4S and charge +1 at a distorted geometry.

Computed properties:
* gap between HOMO and LUMO: 8.81 eV
* SMILES: C[N+](=O)OS(=O)(=O)C(F)(F)F
* molar mass: 194.11 g/mol
* HOMO: -16.65 eV
* LUMO level: -7.84 eV
* total charge: +1

Last column: natural (NBO) charge in e.
Positions of all 14 atoms, in Å:
C -0.556 2.306 0.007  -0.54
C 0.299 -1.852 1.076  0.79
N 0.084 1.375 -0.753  0.59
O 1.003 1.534 -1.406  0.02
O -0.884 -2.194 -1.431  -0.79
O 1.433 -1.282 -1.333  -0.84
O -0.508 -0.053 -0.445  -0.61
F -0.792 -1.741 1.756  -0.26
F 0.739 -3.097 1.080  -0.28
F 1.275 -1.004 1.461  -0.30
S 0.150 -1.516 -0.771  2.24
H -0.024 3.329 -0.157  0.31
H -0.599 1.839 1.016  0.33
H -1.621 2.355 -0.100  0.33

Sequential relative energy (zero: lowest compared OMol25 entry of this formula, charge and spin) output: 0.0 6.8 324.3 33.8 503.9 0.0 kJ/mol